(1)
# C19H23F3N2O

A single C19H23F3N2O molecule (ωB97M-V with the def2-TZVPD basis set, the Open Molecules 2025 dataset).

Geometry (Å):
F 1.4175 -7.1739 0.7064
F 1.4790 -7.8238 2.9193
F -0.2605 -8.2124 1.5571
N -0.9486 -0.3730 -0.2217
O 0.3191 -6.1304 2.5158
C -1.4217 -1.6173 -0.3450
C -0.1578 -3.8982 2.4761
C -0.6297 -5.1266 0.3827
C -0.6083 -2.7065 1.7993
C -0.9088 -3.9328 -0.2592
C -0.1626 -5.0689 1.7360
C -0.9557 -2.7413 0.4317
N -2.2858 -1.6426 -1.5084
C 0.7724 -7.3504 1.9063
C -1.2800 0.7226 -1.1559
C 1.5267 3.9658 -1.7135
C 2.0573 3.0180 0.5739
C 0.2395 4.6386 0.2776
C 1.0559 1.6472 -1.1338
C -0.8597 3.2707 -1.5533
C -0.3986 2.2835 0.7499
C 2.0311 2.7646 -0.9227
C 0.1022 4.4046 -1.2392
C 0.6026 3.4540 1.0559
C -0.3617 1.9767 -0.7856
H 0.0317 -3.9308 3.5240
H -0.6057 -5.9998 -0.2783
H -0.6125 -1.8266 2.4420
H -1.0725 -3.8475 -1.3600
H -3.0472 -2.3479 -1.4526
H -2.5475 -0.7778 -1.9521
H -2.3394 0.9119 -0.9766
H -1.0060 0.4130 -2.1464
H 1.5879 3.9382 -2.7907
H 2.2249 4.7670 -1.4020
H 2.7790 3.8241 0.7239
H 2.4686 2.1618 1.0849
H -0.6938 5.0903 0.6732
H 1.0347 5.3871 0.4871
H 1.1699 0.7347 -0.4747
H 1.1448 1.2204 -2.1659
H -1.9151 3.4309 -1.1695
H -0.8372 3.0599 -2.5834
H -1.4650 2.5722 1.0133
H -0.1971 1.3837 1.3885
H 2.9737 2.4842 -1.2310
H -0.1929 5.2700 -1.7075
H 0.7531 3.7325 2.1042

Summary:
Gap between HOMO and LUMO   9.10 eV
SMILES   N/C(=N\C[C@]12C[C@H]3C[C@H](C[C@H](C3)C1)C2)c1ccc(OC(F)(F)F)cc1
Energy above the lowest of the compared OMol25 structures with the same formula, charge and spin   1.950 eV
2S+1   1
Strongest force on any atom   0.165 Eh/bohr
Molar mass   352.40 u

Results of the natural (NBO) charge analysis, in e, for atoms 1 through 4: -0.31, -0.29, -0.33, -0.49



(2)
# C17H17AsF5N6NiS

A molecular structure, C17H17AsF5N6NiS (ωB97M-V with the def2-TZVPD basis set, the Open Molecules 2025 dataset).

Geometry (Å):
Ni 0.4928 -0.0403 -0.2594
N -3.0766 1.3831 3.3594
C -2.0686 0.5182 3.1693
N -1.9954 -0.4602 4.1326
C -1.6981 -1.6875 3.8842
N -1.6109 -2.5620 4.8968
N -1.4850 -2.3353 2.6437
C -0.6845 -1.8502 1.7939
N -1.2850 0.7338 2.1467
C -0.2464 -2.6605 0.6272
C -0.4335 -4.0319 0.6201
C 0.1309 -4.7803 -0.3983
C 0.8929 -4.1308 -1.3554
C 1.0149 -2.7551 -1.2904
N 0.4362 -2.0174 -0.3381
H -3.6658 1.2806 4.1650
H -3.1592 2.1883 2.7643
H -1.7713 -2.2350 5.8340
H -1.5238 -3.5441 4.7118
H -1.0011 -4.4837 1.4201
H 0.0015 -5.8534 -0.4293
H 1.3895 -4.6744 -2.1462
H 1.6021 -2.2202 -2.0226
C 2.4355 0.2231 -3.2597
As 0.6713 0.4837 -2.4891
C 0.2753 2.2866 -3.0536
C -0.5099 -0.5298 -3.6484
S 0.0513 -0.2305 1.9442
H 2.5246 0.8468 -4.1477
H 2.5820 -0.8161 -3.5500
H 3.1978 0.5083 -2.5376
H 0.3926 2.3433 -4.1351
H 0.9597 2.9806 -2.5706
H -0.7465 2.5379 -2.7797
H -0.3082 -0.2742 -4.6878
H -1.5387 -0.2680 -3.4064
H -0.3758 -1.5995 -3.5078
F -1.5984 2.2999 -0.3073
C -0.3596 2.7141 0.0244
C 0.6893 1.8169 0.0101
C 1.9393 2.3298 0.2903
F 3.0055 1.4996 0.2733
C 2.1596 3.6649 0.5886
F 3.3815 4.1155 0.8581
C 1.0796 4.5314 0.6088
F 1.2581 5.8151 0.8965
C -0.1907 4.0528 0.3237
F -1.2310 4.8861 0.3333

Summary:
Gap between HOMO and LUMO   7.36 eV
2S+1   1
Strongest force on any atom   0.006 Eh/bohr
Molar mass   566.04 u
Total charge   +1

Results of the natural (NBO) charge analysis, in e, for atoms 1 through 4: 0.59, -0.76, 0.60, -0.59



(3)
# C19H15BF4N3O3RuS

A molecular structure, C19H15BF4N3O3RuS (ωB97M-V with the def2-TZVPD basis set, the Open Molecules 2025 dataset).

Geometry (Å):
Ru -1.2390 -0.8099 -0.8878
O 3.0328 0.6151 -1.4307
C 3.5334 0.2150 -0.2384
C 4.9008 0.3877 -0.0255
C 5.4767 0.0039 1.1683
C 4.7003 -0.5633 2.1746
C 3.3483 -0.7331 1.9667
C 2.7398 -0.3479 0.7692
C 1.2866 -0.5427 0.6075
O 0.7433 -0.1646 -0.5219
N 0.6142 -1.0621 1.5786
N -0.7287 -1.1589 1.2537
C -1.5189 -1.3849 2.2330
C -2.9571 -1.4929 2.1464
C -3.6636 -1.7052 3.3382
C -5.0369 -1.8133 3.3489
C -5.7298 -1.7111 2.1448
C -5.0620 -1.5042 0.9560
C -3.6678 -1.3904 0.9319
O -3.0726 -1.2111 -0.2279
H 2.0826 0.3731 -1.4146
H 5.4892 0.8206 -0.8224
H 6.5396 0.1421 1.3163
H 5.1504 -0.8702 3.1079
H 2.7224 -1.1718 2.7305
H -1.0660 -1.4924 3.2173
H -3.1052 -1.7859 4.2631
H -5.5668 -1.9787 4.2757
H -6.8084 -1.7989 2.1376
H -5.5901 -1.4338 0.0158
S -2.0498 1.5105 -1.4133
C -0.6447 2.3727 -1.8872
N -0.5546 3.6630 -1.4807
C 0.4957 4.4730 -1.7351
C 1.5629 3.9974 -2.4370
C 1.5179 2.6693 -2.8920
C 0.4274 1.8767 -2.6413
H -1.3284 4.0101 -0.9276
H 0.4261 5.4772 -1.3463
H 2.4127 4.6329 -2.6286
H 2.3537 2.2551 -3.4378
H 0.3784 0.8618 -3.0055
F 0.2593 -2.9285 -1.7984
B -0.4766 -2.5111 -2.9067
F -0.1409 -1.1195 -3.1125
F -0.3393 -3.2522 -4.0194
F -1.8471 -2.4189 -2.4435

Summary:
Gap between HOMO and LUMO (spin up / spin down)   7.23 / 6.50 eV
Energy above the lowest of the compared OMol25 structures with the same formula, charge and spin   0.499 eV
2S+1   6
Strongest force on any atom   0.009 Eh/bohr
Molar mass   553.29 u

Results of the natural (NBO) charge analysis, in e, for atoms 1 through 4: 1.64, -0.70, 0.36, -0.28



molar mass of number 1 (C19H23F3N2O)? 352.40 u



Which formula does entry 2 have? C17H17AsF5N6NiS



What is the formula in the third record? C19H15BF4N3O3RuS



What is the formula in the first record? C19H23F3N2O